# C22H60F6N2O14P

A cluster of 8 separate species, C22H60F6N2O14P in total (ωB97M-V/def2-TZVPD, the OMol25 dataset).

Values from the calculation:
- Gap between HOMO and LUMO: 8.38 eV
- E_HOMO: -0.226 Eh
- Multiplicity: 1
- Lowest unoccupied orbital energy: 0.08168 Eh
- Charge: -1

Each line ends with the Löwdin charge.
Positions of all 105 atoms, in Å:
P1 -0.99203 -0.53133 0.16663  0.236
F1 -0.61801 0.92548 0.78724  -0.152
F2 -1.69224 0.05816 -1.10146  -0.086
F3 0.44749 -0.48830 -0.64203  -0.167
F4 -1.18807 -2.07731 -0.15930  -0.127
F5 -0.11104 -1.07793 1.47146  -0.194
F6 -2.33691 -0.63038 1.08574  -0.144
C1 -0.50872 4.29439 -1.52790  -0.071
O1 0.83596 4.50493 -1.10680  -0.221
C2 1.41891 3.55609 -0.24770  -0.223
C3 2.94327 3.74058 -0.24175  -0.186
N1 3.63972 2.96410 -1.34593  -0.023
C4 4.91912 3.65593 -1.33873  -0.183
C5 5.85561 3.05305 -2.49440  -0.228
O2 5.55121 3.70914 -3.63453  -0.211
C6 6.31736 3.46440 -4.76643  -0.117
H1 -0.92738 3.35160 -1.17581  0.075
H2 -0.51308 4.45311 -2.60628  0.085
H3 -0.98592 5.13354 -1.02171  0.085
H4 1.17912 2.58813 -0.68776  0.115
H5 1.07672 3.85480 0.74315  0.108
H6 3.32546 3.43287 0.73156  0.099
H7 2.89391 4.82899 -0.27387  0.120
H8 3.03796 3.18765 -2.12568  0.114
H9 5.49521 3.59557 -0.41538  0.120
H10 4.73804 4.69850 -1.60020  0.113
H11 5.77847 1.96941 -2.58303  0.123
H12 6.83710 3.49837 -2.33168  0.116
H13 7.24831 4.02918 -4.81594  0.079
H14 5.72745 3.93653 -5.55205  0.090
H15 6.54504 2.40837 -4.91156  0.091
C7 -4.13557 -4.13703 1.16281  -0.077
O3 -3.30460 -5.28230 1.50459  -0.198
C8 -1.92419 -5.11216 1.30334  -0.200
C9 -1.24660 -3.88781 2.06370  -0.181
N2 -0.90772 -4.16075 3.48995  -0.052
C10 -0.14458 -3.02250 3.98534  -0.238
C11 -0.12090 -3.13778 5.48711  -0.163
O4 -1.52054 -3.43005 5.98912  -0.238
C12 -1.84037 -2.85335 7.31352  -0.083
H16 -3.81396 -3.75069 0.19565  0.075
H17 -4.09551 -3.36372 1.92994  0.076
H18 -5.19697 -4.36578 1.06689  0.078
H19 -1.66430 -5.16657 0.24617  0.107
H20 -1.58473 -6.06836 1.70154  0.113
H21 -1.91241 -3.02955 1.97317  0.079
H22 -0.30660 -3.72294 1.53708  0.107
H23 -1.76762 -4.19540 4.01860  0.090
H24 -0.64136 -2.11613 3.63920  0.102
H25 0.82433 -2.97824 3.48798  0.122
H26 0.31013 -2.23370 5.91717  0.108
H27 0.48660 -3.96774 5.84796  0.112
H28 -1.89992 -1.76549 7.28038  0.081
H29 -1.19710 -3.32265 8.05787  0.075
H30 -2.80733 -3.32141 7.49793  0.076
C13 0.49859 -0.31369 -5.36347  -0.215
C14 0.90977 -0.25319 -3.85889  -0.225
O5 0.83060 -1.47030 -3.12993  -0.076
O6 -0.91182 -0.49292 -5.56219  -0.091
H31 0.89808 -1.18894 -5.87575  0.113
H32 0.85581 0.50191 -5.99220  0.104
H33 0.33965 0.51778 -3.34055  0.110
H34 1.99004 -0.14221 -3.76509  0.107
H35 0.56554 -1.28618 -2.22581  0.028
H36 -1.42666 0.23905 -5.21469  0.074
C15 3.21767 0.01338 0.14286  -0.245
C16 2.81790 -1.27633 0.80605  -0.267
O7 3.98833 -2.01370 1.04818  -0.055
O8 3.73317 -0.18286 -1.20882  -0.083
H37 3.88662 0.58060 0.79004  0.118
H38 2.41137 0.73349 0.00345  0.079
H39 2.10978 -1.88193 0.24044  0.116
H40 2.40186 -0.90335 1.74194  0.110
H41 4.38805 -1.92209 0.18018  0.071
H42 3.70211 0.69858 -1.58793  0.028
C17 0.17755 2.65499 3.25050  -0.226
C18 1.66360 2.27310 3.05888  -0.228
O9 2.51327 3.39626 2.99691  -0.077
O10 -0.13858 3.38820 4.43526  -0.074
H43 -0.38082 1.72539 3.14019  0.110
H44 -0.11145 3.30185 2.42214  0.099
H45 1.80026 1.67565 2.15751  0.101
H46 2.02652 1.68586 3.90241  0.119
H47 2.45345 3.78659 3.87194  0.084
H48 -1.01286 3.31615 4.82517  0.080
C19 -2.89328 -2.67080 -2.93971  -0.245
C20 -3.55783 -3.34709 -4.24442  -0.182
O11 -4.74716 -3.85202 -3.67922  -0.093
O12 -2.28333 -3.56507 -2.05946  -0.074
H49 -3.52977 -2.07218 -2.28807  0.103
H50 -2.23436 -1.86599 -3.26561  0.084
H51 -2.88968 -4.14389 -4.57121  0.111
H52 -3.75756 -2.71261 -5.10793  0.108
H53 -5.56291 -3.40403 -3.91470  0.079
H54 -2.01392 -3.11772 -1.25393  0.026
C21 -5.68149 1.92323 0.12948  -0.239
C22 -4.37305 1.18418 -0.16822  -0.287
O13 -3.40138 1.99263 -0.73685  -0.054
O14 -6.00741 2.99477 -0.74819  -0.063
H55 -5.46574 2.24765 1.14748  0.105
H56 -6.56646 1.28869 0.17749  0.116
H57 -4.68282 0.29572 -0.71848  0.113
H58 -3.97260 0.84758 0.78803  0.099
H59 -2.66886 1.39764 -0.91295  0.024
H60 -5.43402 3.72265 -0.49715  0.078